[1]
This record from the OMol25 dataset describes a structure of composition C25H34N4O3S in a non-equilibrium geometry. The level of theory is wB97M-V/def2-TZVPD.

Last column: Löwdin charge in e.
Positions of all 67 atoms, in Å:
C (4.7938, 4.3240, -2.3878)  -0.11
H (4.5207, 4.8727, -3.3433)  0.10
H (3.7582, 4.1365, -1.9287)  0.12
C (5.8243, 4.9882, -1.6296)  -0.32
C (5.9054, 4.4946, -0.3655)  -0.22
C (6.6600, 3.0504, -0.2032)  -0.27
N (5.7630, 2.1308, -0.5664)  -0.06
C (5.9304, 0.9946, -1.7364)  -0.60
S (7.4759, 0.7252, -2.3413)  0.64
N (4.7856, 0.3045, -1.9964)  -0.31
N (3.8033, 0.5132, -1.4990)  0.02
C (2.6528, 0.0567, -1.9069)  0.07
C (1.1977, 0.7569, -1.2956)  -0.23
C (1.3242, 1.5948, -0.2741)  -0.02
C (0.0643, 2.1189, 0.0840)  -0.03
C (-1.0252, 1.5801, -0.0394)  -0.41
C (-1.1818, 0.5885, -0.9952)  -0.18
C (0.1474, 0.0778, -1.4900)  0.01
H (0.0752, -0.9638, -2.2854)  0.18
O (-2.2300, -0.1132, -1.3388)  -0.08
C (-2.2845, -1.2472, -2.3191)  0.06
H (-3.1564, -1.5645, -2.2468)  -0.02
H (-1.7805, -1.1872, -3.1552)  0.03
H (-1.6472, -2.0826, -1.5643)  0.19
O (-2.2078, 1.9114, 0.1928)  0.06
C (-3.4762, 1.3197, 0.5656)  -0.06
C (-3.3048, 0.1680, 1.2267)  -0.36
O (-2.1210, -0.5819, 1.5411)  -0.05
N (-4.3132, -0.5753, 1.4573)  0.14
C (-4.5890, -1.9252, 1.9840)  -0.04
C (-5.2195, -3.0126, 1.0821)  -0.24
C (-5.4378, -4.1540, 1.5083)  -0.04
C (-4.9421, -4.5797, 2.9171)  -0.15
C (-4.3265, -3.4444, 3.6226)  0.01
C (-4.0979, -2.1988, 3.1781)  -0.34
C (-3.3843, -1.4518, 4.0917)  -0.03
H (-3.4543, -1.6366, 4.9224)  -0.07
H (-2.3446, -1.0478, 3.9449)  0.13
H (-3.9512, -0.3446, 4.0364)  0.17
H (-3.7451, -3.8897, 4.6801)  0.19
C (-5.2011, -5.8626, 3.6096)  -0.03
H (-5.8475, -5.9429, 4.1979)  -0.05
H (-4.2479, -6.1252, 4.0802)  0.10
H (-5.2385, -6.4874, 2.6391)  0.12
H (-5.8419, -4.9360, 0.9364)  0.10
C (-5.9299, -2.5422, -0.1892)  -0.05
H (-5.1001, -1.9663, -0.7442)  0.07
H (-6.7845, -1.7825, -0.0605)  0.10
H (-6.1032, -3.5327, -0.8555)  0.13
H (-5.0526, -0.2751, 0.9043)  0.11
H (-3.9159, 1.1847, -0.4629)  0.18
H (-4.0612, 1.9472, 1.1455)  0.14
H (-0.1085, 2.7884, 0.8716)  0.14
H (2.1581, 2.2138, 0.0895)  0.11
H (2.3660, -0.7140, -2.3008)  -0.02
C (5.0255, -0.9145, -2.7145)  -0.02
H (4.3678, -0.5689, -3.9032)  0.21
H (4.6914, -1.7172, -2.4307)  -0.02
H (6.0360, -1.0318, -3.1496)  0.02
H (4.6723, 2.0193, -0.0913)  0.21
H (6.8381, 2.7170, 0.7185)  0.08
H (7.4895, 2.8893, -0.7875)  0.06
H (6.6470, 4.9558, 0.3125)  0.12
H (5.2188, 4.4309, 0.3203)  0.06
H (6.7977, 5.0235, -2.0968)  0.13
H (5.5956, 6.0952, -1.4408)  0.15
H (5.0681, 3.4274, -2.7248)  0.00

Forces on atoms 1 to 3 (eV/Å):
C -4.720 2.625 -2.421
H 0.390 -0.300 0.936
H 1.622 0.556 0.068

Results
* 2S+1: 1
* frontier orbital gap: 7.59 eV
* LUMO: 0.26 eV
* total charge: 0

[2]
This record from the OMol25 dataset describes a structure of composition C31H46BrI2NO2SbSe4Si2TeW. The level of theory is wB97M-V/def2-TZVPD.

Last column: Löwdin charge in e.
Positions of all 92 atoms, in Å:
W (-1.7865, -1.2986, -0.4242)  0.90
I (2.0967, -4.0008, -2.5626)  1.05
C (0.3018, -3.4008, -3.3918)  -0.65
C (-0.0213, -3.8248, -4.7023)  -0.21
C (-1.1763, -3.4371, -5.3181)  -0.66
I (-1.5531, -4.0853, -7.2605)  0.99
C (-2.1139, -2.6246, -4.6249)  -0.19
C (-3.3933, -2.2522, -5.0971)  0.00
C (-4.2382, -1.5652, -4.2750)  -0.03
C (-3.8197, -1.2231, -2.9812)  -0.20
N (-2.6160, -1.4951, -2.5245)  -0.10
C (-1.7674, -2.2048, -3.3334)  -0.19
C (-0.5385, -2.5509, -2.7299)  -0.40
O (-0.3536, -2.0360, -1.5052)  -0.38
H (0.6770, -4.4675, -5.2199)  0.09
H (-3.7017, -2.5388, -6.0933)  0.08
H (-5.2308, -1.2824, -4.5927)  0.12
H (-4.5018, -0.7520, -2.2928)  0.04
C (0.5740, 0.6898, 7.0095)  -0.04
C (1.0117, -0.6883, 6.4925)  -0.55
C (0.3510, -1.7862, 7.3384)  -0.04
C (2.5277, -0.8065, 6.6439)  -0.06
C (0.5640, -0.8350, 5.0415)  -0.14
C (-0.7847, -0.7827, 4.7297)  -0.08
C (-1.2102, -0.8923, 3.4220)  -0.56
Br (-3.0750, -0.8886, 3.1643)  0.79
C (-0.2968, -1.0311, 2.3753)  -0.29
O (-0.7771, -1.0264, 1.0750)  -0.41
C (1.0742, -1.1634, 2.6565)  -0.07
C (1.4502, -1.0476, 3.9938)  0.04
C (2.1284, -1.5845, 1.6229)  -0.51
C (2.1572, -0.6766, 0.3952)  -0.07
C (3.5422, -1.5948, 2.2141)  -0.05
C (1.7858, -3.0218, 1.1987)  -0.04
H (0.8817, 0.8118, 8.0492)  0.09
H (-0.5090, 0.8118, 6.9655)  0.08
H (1.0299, 1.4895, 6.4227)  0.09
H (0.6638, -1.6896, 8.3793)  0.09
H (0.6400, -2.7779, 6.9861)  0.09
H (-0.7372, -1.7216, 7.3124)  0.08
H (2.7927, -0.6947, 7.6956)  0.09
H (3.0546, -0.0289, 6.0872)  0.09
H (2.8943, -1.7809, 6.3145)  0.09
H (-1.5314, -0.6622, 5.5021)  0.10
H (2.4959, -1.1318, 4.2308)  0.08
H (2.2595, 0.3765, 0.6683)  0.09
H (1.2673, -0.7979, -0.2081)  -0.02
H (3.0030, -0.9446, -0.2410)  0.09
H (3.8191, -0.6307, 2.6437)  0.10
H (4.2497, -1.8170, 1.4148)  0.09
H (3.6628, -2.3683, 2.9738)  0.09
H (0.8122, -3.0799, 0.7071)  0.06
H (1.7749, -3.6803, 2.0686)  0.10
H (2.5335, -3.3898, 0.4954)  0.04
Se (-4.1705, 2.0939, -3.6947)  0.13
Sb (-4.5848, 2.1812, -1.4018)  0.09
Se (-2.9982, -3.0990, 0.0656)  0.41
Se (-3.6000, 0.4562, 0.1360)  0.06
Se (-5.8758, 3.5509, -0.0499)  0.06
C (1.8975, 2.6731, -4.2098)  -0.18
Si (0.8738, 1.2132, -4.7662)  0.39
C (0.3770, 1.3862, -6.5564)  -0.17
C (1.7849, -0.3939, -4.4836)  -0.17
C (-0.7174, 1.1823, -3.7419)  -0.56
Te (-0.2970, 1.1285, -1.6475)  1.34
C (-1.0379, 3.0470, -1.1303)  -0.56
Si (-0.3605, 3.6638, 0.5365)  0.40
C (-1.3967, 5.1221, 1.0494)  -0.16
C (1.4207, 4.1392, 0.2434)  -0.17
C (-0.4535, 2.3009, 1.8118)  -0.17
H (2.7686, 2.7933, -4.8575)  0.04
H (2.2597, 2.5533, -3.1871)  0.02
H (1.3242, 3.6024, -4.2615)  0.04
H (1.2541, 1.3713, -7.2068)  0.04
H (-0.1497, 2.3262, -6.7327)  0.04
H (-0.2788, 0.5695, -6.8669)  0.03
H (2.7635, -0.3717, -4.9679)  0.05
H (1.2264, -1.2324, -4.9073)  0.02
H (1.9526, -0.5958, -3.4215)  0.01
H (-1.3705, 0.3446, -3.9845)  -0.02
H (-1.3026, 2.0911, -3.8922)  -0.03
H (-2.1227, 3.0149, -1.1839)  -0.10
H (-0.6932, 3.7043, -1.9329)  0.03
H (-2.4580, 4.8615, 1.0577)  0.03
H (-1.2534, 5.9741, 0.3827)  0.04
H (-1.1265, 5.4419, 2.0584)  0.04
H (1.5035, 4.9026, -0.5333)  0.04
H (2.0268, 3.2826, -0.0625)  0.02
H (1.8620, 4.5464, 1.1557)  0.04
H (-1.4845, 2.0945, 2.1110)  0.03
H (0.1049, 2.5935, 2.7048)  0.05
H (-0.0111, 1.3685, 1.4561)  -0.01

Forces on atoms 1 to 3 (eV/Å):
W -0.072 0.252 -0.130
I 0.029 0.004 0.031
C 0.253 0.132 -0.047

Results
* 2S+1: 1
* frontier orbital gap: 6.29 eV
* LUMO: -4.50 eV
* total charge: +1

[3]
This record from the OMol25 dataset describes a structure of composition C31H31I2N7O3RhSe. The level of theory is wB97M-V/def2-TZVPD.

Last column: Löwdin charge in e.
Positions of all 76 atoms, in Å:
Rh (0.7564, -1.0404, -0.9254)  0.91
I (0.4128, 3.8899, 0.4752)  0.98
C (2.0557, 2.6383, 0.2876)  -0.63
C (3.3503, 3.1160, 0.5766)  -0.20
C (4.4521, 2.3119, 0.4730)  -0.66
I (6.3226, 3.0987, 0.9451)  0.96
C (4.3073, 0.9619, 0.0579)  -0.20
C (5.3481, 0.0167, -0.0628)  -0.01
C (5.0703, -1.2677, -0.4458)  -0.02
C (3.7469, -1.6326, -0.7241)  -0.12
N (2.7578, -0.7698, -0.6533)  -0.05
C (3.0096, 0.5132, -0.2508)  -0.14
C (1.8634, 1.3411, -0.1258)  -0.41
O (0.6774, 0.8275, -0.4190)  -0.25
H (3.4620, 4.1433, 0.8954)  0.08
H (6.3635, 0.3144, 0.1629)  0.07
H (5.8521, -2.0083, -0.5307)  0.12
H (3.4966, -2.6468, -1.0056)  0.11
C (2.1316, 1.4791, 5.7981)  -0.04
C (1.8063, 0.5661, 4.6505)  -0.25
C (2.6134, -0.5237, 4.3450)  -0.01
C (2.3387, -1.3653, 3.2765)  -0.30
C (3.2884, -2.5010, 2.9979)  -0.08
C (1.1886, -1.1157, 2.5014)  -0.47
Se (0.8306, -2.3443, 1.0825)  0.91
C (0.3416, -0.0384, 2.8031)  -0.28
C (-0.9386, 0.2636, 2.0798)  -0.06
C (0.6840, 0.7881, 3.8674)  -0.01
H (3.0460, 1.1721, 6.3030)  0.08
H (1.3237, 1.4824, 6.5311)  0.09
H (2.2617, 2.5055, 5.4520)  0.09
H (3.4920, -0.7175, 4.9496)  0.12
H (4.1088, -2.4837, 3.7135)  0.08
H (3.7059, -2.4291, 1.9915)  0.05
H (2.7998, -3.4727, 3.0747)  0.07
H (-1.0853, -0.3646, 1.2139)  0.00
H (-0.9521, 1.2987, 1.7402)  0.05
H (-1.7844, 0.1247, 2.7569)  0.10
H (0.0341, 1.6271, 4.0950)  0.13
C (-1.1937, 0.4698, -3.1509)  0.02
C (-1.8741, -0.3721, -2.1333)  -0.32
N (-1.2839, -1.0425, -1.1628)  -0.05
C (-2.2673, -1.7048, -0.4553)  -0.12
C (-3.4668, -1.4171, -1.0082)  -0.02
N (-3.2072, -0.5747, -2.0698)  0.01
C (-4.2290, 0.0628, -2.8857)  -0.05
N (-4.8825, 1.1262, -2.1849)  -0.06
N (-5.7916, 0.8125, -1.2246)  0.06
N (-6.1465, 1.8699, -0.6140)  0.09
C (-5.4599, 2.9410, -1.1539)  -0.22
C (-5.5033, 4.3003, -0.8316)  0.00
C (-4.6907, 5.1407, -1.5543)  -0.07
C (-3.8564, 4.6529, -2.5824)  -0.07
C (-3.8083, 3.3182, -2.9142)  -0.02
C (-4.6311, 2.4693, -2.1683)  -0.17
H (-0.1140, 0.3849, -3.0426)  0.07
H (-1.4467, 1.5227, -3.0217)  0.08
H (-1.4544, 0.1532, -4.1614)  0.10
H (-2.0304, -2.3133, 0.3995)  0.08
H (-4.4710, -1.6923, -0.7383)  0.13
H (-4.9704, -0.6833, -3.1607)  0.15
H (-3.7680, 0.4595, -3.7864)  0.14
H (-6.1542, 4.6620, -0.0479)  0.12
H (-4.6909, 6.2011, -1.3425)  0.11
H (-3.2417, 5.3538, -3.1316)  0.11
H (-3.1793, 2.9632, -3.7197)  0.10
N (0.9166, -5.4332, -1.2924)  0.02
C (-0.0366, -5.1334, -2.3573)  -0.12
C (-0.1267, -3.6290, -2.5561)  -0.48
O (-0.9199, -3.0490, -3.2249)  0.15
O (0.8797, -2.9799, -1.8856)  -0.12
H (0.4619, -5.5695, -0.3979)  0.10
H (1.3580, -3.7190, -1.4039)  0.06
H (1.4734, -6.2524, -1.4908)  0.10
H (-1.0464, -5.5102, -2.1941)  0.14
H (0.3135, -5.5471, -3.3036)  0.14

Forces on atoms 1 to 3 (eV/Å):
Rh 0.231 -0.158 -0.227
I 0.005 0.005 0.002
C 0.002 -0.017 0.005

Results
* 2S+1: 1
* frontier orbital gap (alpha / beta): 6.40 / 6.40 eV
* LUMO (alpha / beta): -3.93 / -3.93 eV
* total charge: +1

For each record above, in turn, the calculated energy above the lowest of the compared OMol25 structures with the same formula, charge and spin values are 642.18 0.00 0.00 kcal per mole.